(1)
Density functional theory data (wB97M-V/def2-TZVPD) for a 6-piece molecular cluster, C30H34N6O10 overall at a distorted geometry.

Results
Energy relative to the best compared isomer or geometry (same formula, charge and spin): 6.5942 eV
E_LUMO: -1.47 eV
Kohn-Sham gap: 7.52 eV

The geometry in XYZ format:
```
80
Properties=species:S:1:pos:R:3:forces:R:3
O 4.218 4.845 -2.607 1.7735 -3.1009 3.8480
N 4.679 4.025 -1.672 0.6018 0.7540 -4.4161
O 5.715 3.305 -1.879 -3.4428 2.4385 1.5839
C 3.812 3.918 -0.494 -3.7010 -2.0320 4.5648
C 2.257 3.714 -0.736 1.6808 2.0914 2.7732
C 1.332 3.687 0.524 11.4239 0.4694 0.0549
C 1.872 3.567 1.882 2.1539 -0.3286 -1.4081
C 3.286 3.516 2.145 2.2324 1.0110 -4.1710
C 4.344 3.717 1.029 -5.5600 0.0129 -3.0488
H 1.820 3.873 -1.824 1.0476 -0.6139 2.5616
H 0.429 3.471 0.390 -7.6456 -1.2042 -1.2834
H 1.341 3.374 2.836 -0.5823 0.2966 -1.2645
H 3.705 3.326 3.143 -0.4234 0.2077 -0.4886
H 5.412 3.723 1.073 0.3776 -0.0540 0.6861
O 0.228 0.734 2.312 -2.5579 0.4750 -3.2532
N -0.718 1.031 1.508 -1.9878 2.5785 4.0784
O -1.730 1.770 1.961 3.8246 -2.9615 -2.2412
C -0.767 0.623 0.095 -3.1530 -0.1694 -3.0318
C 0.337 -0.117 -0.390 -1.6384 -0.5786 -4.0480
C 0.283 -0.663 -1.898 -1.8614 3.9572 3.7114
C -0.842 -0.119 -2.780 2.5027 -2.4170 -0.3084
C -2.002 0.468 -2.387 0.1457 1.8690 7.2501
C -2.084 0.898 -0.777 12.3655 -6.6040 -6.0434
H 1.185 -0.193 0.318 -0.4472 -0.5436 -0.8970
H 1.195 -1.252 -2.076 -0.8545 0.3937 -0.8272
H -0.944 -0.242 -3.910 1.2379 -0.5672 1.5114
H -2.815 0.669 -3.084 0.0506 0.2352 0.4339
H -2.831 1.331 -0.470 -7.6756 4.4844 3.6022
O 2.208 -2.891 -0.682 -0.2740 0.9689 -1.6155
N 2.511 -4.058 -0.808 0.5883 0.0920 3.4244
O 2.344 -4.810 0.148 0.0735 -0.9024 -0.9835
C 3.255 -4.532 -1.919 3.3398 -3.2907 -4.7737
C 3.071 -3.928 -3.269 1.3929 -4.9005 -0.8810
C 3.586 -4.728 -4.525 3.1191 -0.7831 8.8572
C 4.660 -5.773 -4.288 -5.0793 2.5012 2.9312
C 4.845 -6.381 -3.059 -6.8308 9.8453 2.5008
C 4.186 -5.750 -1.815 -2.7116 4.7820 -9.9026
H 2.337 -3.153 -3.327 -0.1332 0.4538 -0.3884
H 3.559 -4.474 -5.483 -1.0165 1.7455 -3.7783
H 4.978 -6.399 -5.001 1.3713 -1.3080 -3.5939
H 5.426 -7.111 -2.943 4.6017 -5.9270 1.1109
H 4.491 -6.224 -1.066 1.5669 -3.2807 7.1010
O -6.959 -0.259 0.779 1.2988 -0.8114 -0.7244
N -5.821 -0.584 0.453 1.9929 3.3225 -0.6868
O -5.025 0.108 -0.268 -2.4285 -0.9014 0.9492
C -5.148 -1.689 0.993 1.5571 -6.8304 3.0449
C -5.973 -2.840 1.519 5.4025 -1.2904 -2.1591
C -5.228 -4.199 1.693 -1.8602 2.3589 3.2451
C -3.818 -4.226 1.982 -3.9648 5.8223 -3.3076
C -2.996 -3.074 1.691 -1.6849 0.4694 -1.5505
C -3.594 -1.875 1.068 -2.4696 0.1106 1.1982
H -7.035 -2.872 1.552 -0.6273 0.3610 -0.0892
H -5.921 -5.076 2.167 1.8350 2.0924 -1.6459
H -3.453 -5.074 2.312 2.1361 -4.0056 1.5903
H -1.904 -3.311 1.791 -1.0409 1.1918 -0.1408
H -3.091 -0.891 0.803 -0.1380 -1.8698 0.2758
C 2.336 0.580 4.935 -3.0563 0.3221 -2.6080
N 3.389 -0.207 5.580 -6.9206 -1.1116 3.5889
C 2.907 -0.992 6.821 3.6203 -2.3468 0.5764
C 4.606 0.024 5.300 5.4446 -0.6794 -1.0654
O 5.570 -0.641 5.796 -2.1329 2.6427 -1.6997
H 2.527 1.649 4.819 0.9422 -0.1144 -0.0638
H 1.209 0.740 5.279 2.5098 -1.4540 0.5904
H 2.119 0.157 3.878 0.6011 0.7400 1.5565
H 2.067 -1.674 6.718 -0.4875 0.7491 -0.8927
H 2.771 -0.340 7.699 0.0494 -0.0553 -0.6112
H 3.736 -1.875 7.168 -1.7263 2.9697 -1.1805
H 4.574 0.862 4.417 1.1455 -1.6661 1.7779
C -4.631 5.586 -3.682 0.7931 -1.7726 -2.9071
N -4.627 4.047 -3.571 -0.2343 2.7918 2.2707
C -4.587 3.481 -2.191 -1.3127 6.9608 -0.9665
C -4.769 3.281 -4.599 2.2387 -7.8362 1.9151
O -4.555 1.982 -4.666 -1.0488 4.9795 0.4659
H -5.049 5.896 -2.789 -0.3392 1.1576 1.7040
H -5.178 6.056 -4.532 -0.6487 -1.2087 0.4741
H -3.657 6.006 -4.000 0.1230 -0.5429 1.3067
H -5.205 4.274 -1.576 0.9437 -1.8211 -0.8271
H -3.609 3.675 -1.935 2.2578 -1.0843 1.4803
H -5.092 2.629 -2.272 -1.1372 -4.0614 0.4759
H -5.069 3.874 -5.313 -1.5287 2.3256 -5.2976
```
Positions in Å, forces in eV/Å.

=====

(2)
Density functional theory data (wB97M-V/def2-TZVPD) for a 2-piece molecular cluster, CH3IN2O overall at a distorted geometry.

Results
Energy relative to the best compared isomer or geometry (same formula, charge and spin): 3.0906 eV
E_LUMO: -1.63 eV
Kohn-Sham gap: 8.05 eV

The geometry in XYZ format:
```
8
Properties=species:S:1:pos:R:3:forces:R:3
C -1.116 -0.610 0.256 -1.4792 0.7236 -0.1296
N -0.359 0.460 0.341 3.0414 -0.3189 -4.6615
N 1.166 0.736 -1.022 -3.5692 -0.5900 2.3135
O -1.242 -1.402 -0.637 0.6677 -0.8950 -0.6496
I 2.745 0.537 0.153 1.1440 0.0309 0.6054
H -1.870 -0.525 1.049 -0.1326 -0.3916 0.7459
H -0.251 1.036 1.092 0.3739 1.7526 2.4244
H 0.926 -0.232 -1.232 -0.0459 -0.3116 -0.6485
```
Positions in Å, forces in eV/Å.

=====

| no. | calculated total energy (eV) |
| --- | --- |
| 1 | -61044.9223 |
| 2 | -14209.8767 |